{
  "formula": "C64H173N7O19",
  "method": "ωB97M-V/def2-TZVPD",
  "e_above_lowest_kj_mol": 0.0,
  "orbital_gap_ev": 9.37,
  "lumo_energy_ev": 0.5,
  "symbols": ["O", "O", "O", "O", "O", "O", "O", "O", "O", "O", "O", "O", "O", "O", "O", "O", "O", "O", "O", "N", "N", "N", "N", "N", "N", "N", "C", "C", "C", "C", "C", "C", "C", "C", "C", "C", "C", "C", "C", "C", "C", "C", "C", "C", "C", "C", "C", "C", "C", "C", "C", "C", "C", "C", "C", "C", "C", "C", "C", "C", "C", "C", "C", "C", "C", "C", "C", "C", "C", "C", "C", "C", "C", "C", "C", "C", "C", "C", "C", "C", "C", "C", "C", "C", "C", "C", "C", "C", "C", "C", "H", "H", "H", "H", "H", "H", "H", "H", "H", "H", "H", "H", "H", "H", "H", "H", "H", "H", "H", "H", "H", "H", "H", "H", "H", "H", "H", "H", "H", "H", "H", "H", "H", "H", "H", "H", "H", "H", "H", "H", "H", "H", "H", "H", "H", "H", "H", "H", "H", "H", "H", "H", "H", "H", "H", "H", "H", "H", "H", "H", "H", "H", "H", "H", "H", "H", "H", "H", "H", "H", "H", "H", "H", "H", "H", "H", "H", "H", "H", "H", "H", "H", "H", "H", "H", "H", "H", "H", "H", "H", "H", "H", "H", "H", "H", "H", "H", "H", "H", "H", "H", "H", "H", "H", "H", "H", "H", "H", "H", "H", "H", "H", "H", "H", "H", "H", "H", "H", "H", "H", "H", "H", "H", "H", "H", "H", "H", "H", "H", "H", "H", "H", "H", "H", "H", "H", "H", "H", "H", "H", "H", "H", "H", "H", "H", "H", "H", "H", "H", "H", "H", "H", "H", "H", "H", "H", "H", "H", "H", "H", "H", "H", "H", "H", "H", "H", "H", "H", "H", "H", "H", "H", "H"],
  "xyz": [[3.475118, -2.069902, -5.477782], [-5.341975, -3.652932, -0.336909], [1.080622, -2.074484, 3.747750], [-3.164297, -0.364219, -3.761770], [2.961129, -5.435935, -0.674162], [-0.646392, -8.074725, 0.505376], [7.759885, 1.079740, 1.171103], [-2.179273, -0.795679, 6.074920], [-5.061581, -1.435079, -2.068207], [2.612086, 1.285506, -4.650262], [-3.620734, 1.981219, -5.049125], [0.578004, -0.518521, -1.013115], [-3.554850, -3.536129, 4.951619], [-4.143930, 5.521922, 4.392998], [8.019342, -2.027297, -3.754025], [2.115419, 3.502627, 0.947589], [2.824724, 4.006922, 3.688487], [-4.845618, 6.271966, -0.510935], [-6.976760, 3.057170, 2.851195], [4.416902, -2.806726, -2.875536], [-5.059126, 4.812898, 1.687496], [4.394987, -4.000791, 3.326416], [2.799984, 1.300551, -0.917927], [-1.708004, 4.975480, -4.346882], [10.704380, 0.979227, -1.090170], [1.530705, -3.087358, -1.935657], [2.400548, 0.889613, -3.288676], [-1.474508, -7.990718, 1.617518], [-5.609488, 2.715023, 2.826136], [4.427009, 2.293077, -2.354675], [-3.574708, 3.028208, 1.244981], [-2.633881, 4.974353, 6.152599], [3.260229, -4.015890, -6.729901], [-0.594292, -3.941240, -1.224051], [1.495485, 2.198042, 4.255780], [-1.784994, -3.413567, 3.354253], [-4.256422, -4.390899, -0.862310], [-5.022698, 3.378023, 1.569086], [0.903078, -3.931249, -0.946771], [-0.165686, -0.684832, 0.186480], [-2.070488, -1.099499, -4.372549], [-3.311625, 3.352694, -5.083600], [0.974194, -1.697662, 5.103314], [6.450794, 0.584048, 1.104373], [-1.619859, -0.177471, 0.027774], [-2.665271, 3.459914, -2.638339], [1.975323, -3.183628, 3.465725], [2.941717, 1.878499, -2.231189], [1.846612, 2.379198, -5.098965], [3.921462, -1.654843, 2.711786], [-2.533498, 6.601408, -1.155240], [-4.181931, -2.877323, 2.784744], [1.429901, 5.766494, 1.089793], [9.893389, 1.386837, 0.059137], [-2.925559, 4.856884, 4.655188], [3.388705, -4.958022, 0.584567], [-2.212283, 0.685948, 4.154480], [1.144745, 4.372041, 0.429953], [-2.455500, 0.545472, 5.644811], [6.249842, -2.767576, -1.317709], [8.416904, 1.022466, -0.085858], [2.600420, -3.148973, -5.679753], [3.909600, 1.966956, 3.533718], [1.248148, -2.561456, -6.070192], [-1.877869, -0.696708, -5.824808], [-5.930156, -0.462131, -1.501252], [-3.270574, -3.765499, 3.599465], [-4.865994, 1.708429, -5.640933], [1.544152, -5.344078, -0.900096], [10.111826, 2.849540, 0.271900], [6.669929, -2.511375, -3.851657], [-1.039260, -6.768945, 2.458407], [-3.792707, -5.470723, 0.119851], [2.874602, 2.782092, 4.347573], [-3.562129, 7.866229, 0.741106], [-5.179875, 0.377525, -0.459475], [-2.301942, -2.616654, -4.228272], [-1.356001, -9.281065, 2.396691], [-7.652057, 2.977965, 4.099152], [-2.223501, 3.632211, -4.093159], [-3.867050, 0.806154, 5.996979], [-6.517718, 0.394175, -2.630670], [-1.745564, 5.291276, 3.773432], [-0.276232, 3.817798, 0.764057], [0.628849, 0.006914, 1.290607], [3.528873, -2.837717, 3.586643], [8.181360, -0.614438, -3.998985], [5.722096, -2.217908, -2.649735], [-3.801143, 7.222841, -0.587128], [-4.654953, -4.885557, -2.270595], [2.508284, 5.878024, 1.195314], [1.371291, -5.842189, -1.858809], [-2.811761, 8.656808, 0.627180], [-1.031765, 4.601726, 0.722460], [9.248368, -0.441208, -4.124087], [1.301253, 1.891538, 3.223871], [-4.699859, -0.225343, 0.321177], [-0.923163, -5.898580, 1.810128], [4.658642, 3.119328, -1.680863], [-8.683021, 3.293093, 3.936755], [8.341956, 0.003391, -0.525772], [7.805439, -0.010549, -3.164424], [-4.377687, 0.920672, -0.992417], [0.133649, -1.013677, 5.169635], [-2.940021, -3.001978, -5.030685], [0.493707, -3.350594, -6.163861], [2.557365, -3.095953, -1.836133], [-4.538675, 0.131435, 5.462002], [2.684640, 3.807781, 2.734687], [-2.443358, 5.645668, -4.600677], [-5.666542, 2.208398, -5.072827], [1.064025, 6.553309, 0.422385], [5.488832, -2.726350, -0.528993], [0.764211, 2.166826, -4.948866], [-1.811385, 1.240055, 6.217403], [-3.386723, -3.707087, -0.991608], [3.728586, -2.512894, 4.630832], [3.464227, 0.516347, -0.845443], [1.014417, -5.916481, -0.110916], [-0.812001, 4.781838, 4.043853], [0.727027, 2.906836, 4.570475], [10.280479, 1.374002, -1.937023], [10.268453, 0.865045, 0.946537], [1.052517, -3.467088, 0.045907], [-3.480333, 2.012460, 0.859326], [-2.577179, -0.189678, 3.618260], [1.314808, -2.019376, -7.023839], [-4.537853, 5.071896, 2.531624], [-3.142602, 3.803139, 4.434738], [-1.939779, 3.936259, -1.988129], [-0.317836, -9.471919, 2.688457], [4.588417, 2.636057, -3.378504], [7.900136, 1.721900, -0.802325], [0.967701, -1.397064, -1.315477], [-1.725346, -10.133745, 1.834205], [-2.905286, 3.127762, 2.106026], [-1.638883, 0.911290, -0.093285], [3.247941, -0.806024, 2.853359], [5.144859, 1.481599, -2.166285], [-1.760458, -6.524220, 3.233966], [-1.937952, -9.208254, 3.321811], [-1.332513, -3.118224, -4.263351], [-2.296210, 5.651585, -0.665657], [-1.726080, 0.384289, -5.862866], [-6.743934, -1.039839, -1.028959], [-4.367701, -1.005077, -2.641851], [2.290974, 2.772077, -2.246087], [-5.013296, 0.633422, -5.570055], [-2.751552, 2.409011, -2.338673], [-5.089988, 3.022779, 3.752944], [1.285591, 4.458457, -0.667765], [1.338411, 0.632199, -3.111283], [5.975744, 0.757399, 2.063695], [-7.029104, -0.265530, -3.342772], [7.659901, -0.317608, -4.922641], [4.190150, 1.031069, 4.029989], [6.471111, -0.504670, 0.910353], [-4.125645, 1.848657, 5.792890], [-3.554781, -5.059128, 1.107070], [-0.065600, -6.972159, 2.940572], [-1.587132, -2.344581, 3.519231], [2.649660, -4.875145, -7.029891], [2.308702, 2.714636, 0.364448], [-2.619811, 6.401006, -2.223700], [-4.557872, -6.238508, 0.268045], [4.375165, -5.345280, 0.794283], [-2.216589, -0.431720, 0.914241], [-3.435124, 4.496559, 6.732196], [-2.742133, 1.566200, 3.785805], [0.763623, -2.592994, 5.721632], [4.243163, -4.369400, -6.421147], [0.155352, -0.227445, 2.245158], [-0.965145, -2.913278, -1.266588], [-1.102079, -3.968898, 4.000644], [-1.685121, 4.479945, 6.379216], [3.386399, -3.858362, 0.685578], [3.402332, -3.406541, -7.635257], [-1.957080, 5.061040, 2.725040], [-3.229560, 3.728907, 0.476910], [-1.535712, -3.624967, 2.304073], [-4.851268, 5.835459, 0.402626], [-4.919528, 2.043674, -6.687539], [4.494778, -3.821147, -2.777886], [-4.017014, 6.457677, 4.610563], [3.312390, -1.409849, -6.162597], [6.747884, -3.602285, -3.949294], [-3.997574, 0.632900, 7.073944], [4.275813, -4.691127, 4.066726], [0.256077, -8.042640, 0.848934], [2.008097, 2.515610, -6.172425], [2.541117, -3.700677, -4.727596], [2.080635, 3.329893, -4.587012], [-3.101858, 0.585145, -4.004175], [-5.578859, -5.474441, -2.211120], [-4.146560, 8.017159, -1.273638], [-1.390744, 2.942910, -4.318768], [3.519255, 1.699990, 2.534735], [-3.637223, 3.945141, -2.478743], [11.174098, 3.031290, 0.467903], [4.045474, -2.566975, -3.784989], [5.870885, 1.075821, 0.304271], [2.722592, -5.347434, 1.383205], [-0.213095, -1.755532, 0.462605], [0.888317, -1.849251, -5.315102], [11.598656, 1.460576, -1.000936], [6.556713, -3.814296, -1.439138], [-3.899674, -2.862231, 1.728918], [2.970029, -0.043655, -3.182089], [-5.676121, 3.105305, 0.730105], [5.620621, -1.120154, -2.581843], [-1.580583, 6.374033, 3.846235], [-2.565230, 6.012927, 6.504641], [4.941934, -1.313684, 2.927570], [9.812490, 3.426938, -0.611625], [-7.262363, 1.103406, -2.257342], [-1.145999, 0.807248, 3.959701], [5.368132, -3.704453, 3.353011], [-5.826738, 1.115697, 0.020816], [1.890847, -1.219510, 5.502786], [-4.490998, 8.289004, 1.131893], [-7.172558, 3.617232, 4.853197], [-7.667866, 1.938348, 4.470814], [-1.170734, -0.826952, -3.794408], [4.819077, 2.555154, 3.387610], [-2.971537, 3.597249, -6.104988], [-1.675296, 7.275324, -1.046002], [9.543394, 3.206947, 1.129396], [-4.135838, -1.850376, 3.167071], [-6.035380, 5.037347, 1.941599], [-1.054949, -1.175545, -6.356636], [0.962730, 5.889801, 2.069275], [-3.180444, 7.141054, 1.475388], [1.730680, -3.527561, 2.450101], [3.194021, 2.953128, 5.384658], [-2.126948, -0.612641, -0.843532], [1.881893, 0.834396, -0.849208], [-2.179427, -0.761572, 7.041345], [-5.535292, 1.614784, 2.722951], [1.646823, -0.391324, 1.295921], [-0.826374, -4.440729, -2.171746], [1.745354, -4.031616, 4.151190], [-5.339286, -2.825677, -0.875083], [-5.752103, 0.954813, -3.173067], [-3.047224, -2.751278, 5.221544], [-3.871769, -5.518048, -2.711344], [-3.459280, -4.825962, 3.392665], [1.432111, 1.300879, 4.889919], [-4.194726, 3.977244, -4.849752], [0.660691, 1.093557, 1.147355], [-2.502096, -7.870090, 1.259628], [-5.215016, -3.214002, 2.825082], [7.134639, -2.201401, -1.022881], [-0.262221, 3.408312, 1.779599], [3.880050, -1.937985, 1.650346], [-0.571975, 3.014468, 0.080543], [-1.127737, -4.460636, -0.423324], [-2.888355, -5.983222, -0.240381], [-1.111167, 4.901021, -5.171869], [6.196997, -2.133465, -4.777125], [-2.772607, -2.851270, -3.271624], [-2.801113, -0.912838, -6.376321], [1.350604, -3.491157, -2.859601], [-4.826542, -4.054440, -2.970235]],
  "forces_ev_per_a": [[0.7, 1.0, 0.5], [0.1, 0.6, 0.0], [1.2, -0.8, -0.6], [0.4, -0.3, -0.5], [-0.7, 0.6, -0.5], [0.7, 0.1, -1.3], [0.7, 0.3, -0.3], [0.6, -0.1, 0.0], [0.5, 0.0, -0.3], [0.2, 0.0, 0.1], [-0.3, 0.1, 0.1], [-0.1, -1.0, -0.7], [0.0, -0.1, 1.3], [-0.1, 0.7, -0.4], [-0.5, 0.6, 0.0], [0.9, -1.3, -0.1], [0.0, 1.6, -0.6], [0.0, 0.0, 0.2], [-0.5, 0.5, 0.2], [-0.1, -0.4, 0.3], [-1.3, 0.9, 1.1], [-0.5, -0.1, -0.1], [-0.6, -0.9, 0.9], [0.4, 0.4, -0.4], [-0.4, -0.3, -0.6], [0.8, 0.3, -0.4], [0.7, 0.0, -0.4], [0.0, 0.4, 1.2], [0.1, -0.8, -0.4], [-0.7, 0.2, -1.0], [-0.1, -0.4, -0.1], [0.1, -0.3, 0.1], [-0.5, -0.4, -0.9], [0.1, -0.4, 0.4], [-0.3, -1.3, 0.6], [-0.4, -0.2, -0.7], [0.6, 0.3, -0.7], [0.4, -0.3, 0.1], [0.5, -0.4, 0.5], [-0.2, -0.1, 0.4], [0.4, -0.3, 0.5], [-0.1, -0.1, -0.4], [0.4, -0.6, 0.3], [-0.1, -0.4, -0.4], [0.5, -0.1, 0.1], [-0.2, -0.1, -0.2], [0.5, 0.3, 0.5], [0.2, 0.3, -0.1], [-0.7, 0.0, 0.3], [-0.1, -0.2, -0.4], [0.3, 0.2, -0.2], [0.0, 0.1, -0.7], [-0.4, -0.6, -0.9], [0.1, 0.0, 0.2], [0.7, -0.4, 0.8], [-0.9, -0.1, 0.6], [0.4, 0.0, 0.3], [-0.7, 0.7, 0.4], [0.3, -0.1, 0.1], [0.4, 0.2, -0.4], [-0.3, -0.2, -0.7], [-0.2, 0.0, -0.5], [0.0, -0.7, 0.6], [-0.4, -0.5, 0.2], [-0.6, 0.5, -0.1], [0.0, 0.3, -0.1], [1.0, 0.8, -0.2], [-0.5, -0.1, 0.1], [-0.3, -0.2, 0.6], [-0.2, 0.9, 0.6], [0.2, 0.2, 0.2], [-0.1, -0.4, -0.2], [-0.2, -0.3, -0.2], [0.6, -0.4, -1.3], [0.4, 0.3, 0.7], [0.2, 0.1, -0.4], [-0.1, 0.7, 0.1], [-0.4, 0.0, 0.8], [0.5, -0.5, -0.1], [0.4, 0.0, 0.2], [-1.0, 0.6, 0.7], [-0.4, -0.2, 0.2], [-0.4, 0.2, -0.1], [0.7, 0.3, -0.3], [-0.7, -0.1, 0.1], [-0.6, 0.6, 0.9], [-0.4, -0.9, 0.0], [0.6, 0.2, 0.0], [-0.4, -0.2, -0.6], [0.3, -0.4, 0.2], [0.0, 0.0, 0.0], [0.0, 0.0, 0.1], [-0.1, 0.0, 0.2], [0.0, 0.0, -0.1], [0.0, 0.0, 0.1], [-0.1, 0.1, 0.1], [-0.2, -0.1, -0.2], [-0.1, 0.0, 0.0], [-0.1, -0.1, 0.1], [0.1, 0.1, 0.0], [0.0, 0.3, 0.3], [0.0, 0.0, 0.0], [-0.2, -0.1, 0.2], [0.0, 0.0, 0.1], [0.1, 0.1, 0.1], [0.0, 0.1, -0.1], [-0.4, 0.1, -0.1], [0.0, 0.1, -0.1], [0.0, 0.3, 0.5], [0.2, -0.4, 0.3], [0.1, -0.1, -0.2], [0.0, 0.0, 0.2], [0.1, 0.1, -0.2], [0.4, 0.2, 0.0], [0.0, -0.2, -0.3], [-0.3, -0.2, 0.0], [-0.5, 0.0, -0.3], [-0.2, 0.4, 0.1], [0.2, 0.1, -0.3], [-0.3, 0.1, 0.1], [0.1, 0.0, 0.1], [0.2, -0.2, 0.3], [-0.1, -0.2, -0.1], [0.1, -0.1, -0.3], [0.1, 0.0, 0.1], [-0.1, 0.0, 0.0], [0.1, -0.2, 0.1], [-0.1, 0.1, -0.3], [0.1, 0.1, 0.0], [0.1, 0.0, 0.1], [0.0, 0.1, -0.1], [0.2, 0.1, 0.0], [0.4, -0.4, 0.4], [-0.5, 0.8, 0.0], [0.0, 0.0, -0.2], [-0.1, 0.0, 0.0], [0.1, -0.1, 0.0], [0.0, -0.2, 0.1], [-0.4, -0.1, 0.0], [0.0, 0.0, 0.1], [0.0, -0.1, 0.0], [-0.1, 0.0, -0.1], [-0.1, 0.2, 0.1], [0.1, 0.0, -0.2], [0.3, 0.2, -0.1], [-0.6, -0.3, 0.5], [0.4, -0.1, -0.1], [-0.1, 0.0, -0.2], [0.0, 0.1, -0.2], [-0.1, 0.1, -0.3], [-0.2, 0.1, 0.4], [0.3, 0.4, 0.0], [-0.1, 0.1, 0.1], [0.2, 0.1, 0.1], [0.1, -0.1, 0.2], [0.0, 0.0, 0.0], [-0.1, 0.2, 0.0], [-0.2, 0.0, 0.0], [-0.1, 0.1, -0.2], [-0.3, 0.0, -0.1], [-0.2, -0.2, 0.0], [0.1, 0.0, 0.2], [-0.1, 0.7, 0.3], [-0.1, -0.1, 0.1], [-0.1, 0.1, -0.1], [0.3, 0.1, -0.2], [0.2, 0.1, -0.1], [0.2, 0.1, -0.2], [0.1, 0.0, -0.1], [0.0, 0.3, -0.1], [-0.1, 0.1, 0.2], [0.2, 0.2, 0.1], [0.1, -0.1, -0.1], [-0.2, -0.1, 0.0], [-0.1, 0.0, 0.1], [0.1, -0.3, -0.3], [0.0, -0.1, 0.2], [0.0, 0.1, 0.1], [0.0, -0.2, 0.1], [0.1, 0.1, 0.2], [0.1, 0.1, -1.0], [0.2, -0.1, 0.2], [-0.1, 0.2, -0.2], [-0.1, -0.2, -0.1], [0.1, 0.0, 0.2], [0.1, 0.1, 0.0], [-0.2, 0.1, -0.2], [0.1, 0.1, -0.2], [0.0, -0.1, -0.3], [0.2, -0.1, 0.2], [-0.1, 0.2, -0.2], [0.0, -0.3, -0.1], [-0.1, -0.5, 0.0], [0.2, 0.1, 0.0], [0.1, -0.2, 0.1], [-0.2, 0.1, 0.2], [0.0, 0.2, 0.4], [0.2, 0.0, 0.1], [-0.1, 0.1, 0.0], [0.1, 0.0, 0.0], [0.0, -0.1, 0.2], [0.2, 0.1, -0.2], [0.0, 0.3, -0.2], [0.3, -0.2, 0.0], [-0.1, -0.3, -0.1], [-0.1, 0.1, 0.0], [-0.1, 0.0, 0.0], [-0.1, 0.0, -0.1], [0.2, 0.0, 0.1], [-0.2, -0.3, 0.1], [0.0, -0.1, 0.1], [0.1, -0.1, -0.3], [-0.2, -0.1, 0.0], [0.0, -0.1, 0.1], [0.1, 0.0, 0.1], [0.0, 0.0, -0.2], [-0.2, 0.0, 0.0], [0.0, -0.1, -0.1], [-0.3, -0.1, -0.3], [0.1, 0.0, 0.0], [-0.1, 0.0, -0.1], [0.0, 0.2, 0.0], [-0.1, -0.2, -0.1], [-0.1, 0.0, 0.1], [-0.1, 0.1, 0.2], [-0.1, -0.1, 0.1], [0.0, 0.2, 0.1], [0.0, -0.1, 0.0], [0.5, 0.1, -0.2], [0.0, -0.1, 0.4], [0.0, -0.2, 0.0], [0.0, 0.1, -0.1], [0.1, 0.3, 0.2], [0.0, 0.0, -0.2], [0.3, 0.0, 0.1], [0.4, 0.1, 0.0], [0.0, -0.3, -0.2], [0.2, 0.2, 0.2], [-0.1, 0.1, 0.1], [0.0, 0.0, 0.1], [0.1, 0.4, -0.2], [-0.1, -0.6, 0.4], [0.1, -0.1, 0.2], [-0.3, -0.2, 0.0], [-0.1, 0.0, 0.1], [0.0, 0.1, 0.1], [-0.2, 0.1, -0.1], [0.1, -0.2, 0.0], [0.0, -0.2, 0.0], [0.2, 0.1, 0.0], [-0.1, 0.0, 0.1], [0.0, -0.1, 0.2], [0.1, 0.1, -0.1], [0.0, 0.1, 0.1], [0.1, 0.1, 0.0], [0.0, 0.0, -0.1], [-0.2, 0.2, -0.1], [-0.1, 0.3, 0.2], [0.1, 0.0, 0.3], [0.1, 0.0, 0.0], [0.1, 0.0, 0.0], [0.0, 0.3, 0.2], [0.0, -0.1, 0.4]],
  "mulliken_charge": [-0.7475, -0.7019, 0.8793, 0.1497, -0.4414, -0.5768, -0.4635, -0.4204, -0.0706, -0.4140, 0.0081, 0.9323, -0.7082, -0.5827, -0.4434, -0.2674, -0.6636, -0.6517, -0.4272, 0.3528, -0.3010, -0.4223, 0.4139, -0.6735, -0.7111, 0.8181, 0.5663, 0.4224, -0.2119, -1.2868, 2.1280, -1.6080, -1.6655, -0.0059, 0.7051, 0.4978, 2.3666, -0.1001, 2.4074, 2.7855, 2.5525, -1.3320, -0.7692, 0.0867, 0.5219, -0.5913, -0.3145, 0.6484, -0.6342, 0.2363, -0.6503, -0.2321, -1.6181, 0.3997, 2.4431, -0.1705, 2.2017, 0.5430, 0.4699, -1.0841, -0.1373, 1.1970, -0.7213, -1.2855, -1.5020, 0.1847, 0.0752, -1.0490, -1.2384, -1.4784, -0.8513, -0.7570, -1.4661, -0.4091, -1.2221, 0.6909, -0.0662, -1.5561, -0.7797, 1.8413, -1.1905, -1.2818, -0.4824, 1.3838, -0.3335, 0.0906, -0.3398, 1.2430, 0.4916, -1.6956, 0.3951, 0.4646, 0.4896, -0.0015, 0.2466, -0.7502, -0.3084, -0.0444, 0.3129, 0.2982, 0.0078, -0.0222, -0.8039, -0.1737, 0.5553, 0.4356, -0.4566, 0.1592, 0.3010, 0.2901, 0.4004, 0.4399, 0.0457, 0.0777, 0.1442, -0.8885, 0.4483, -0.1207, 0.1886, -0.0189, -0.0416, 0.2561, 0.2589, -1.3602, -0.7081, -0.6514, 0.4874, -0.1639, -1.3440, -0.0707, 0.3600, 0.4862, 0.1418, -0.6142, 0.3684, -0.5417, -0.9955, -0.8014, -0.1033, 0.4082, 0.3613, -0.0058, -0.0962, 0.1845, 0.4831, -0.0179, 0.0927, 0.1845, -0.2115, 0.0283, -0.0576, -0.0134, 0.0473, 0.4626, 0.2983, 0.5242, 0.1533, 0.0941, 0.0267, 0.4543, 0.0351, 0.3633, -0.2273, -0.0456, 0.5438, 0.4243, -0.0219, 0.4263, -0.9306, 0.2896, 0.3882, 0.2143, -0.2941, 0.3322, 0.2678, -0.2987, 0.3184, -0.2838, -0.7834, -0.6544, 0.4092, 0.3098, 0.2751, 0.3486, 0.3658, 0.3652, 0.5158, 0.2567, 0.3994, 0.3753, -0.1392, 0.2555, -0.3975, 0.4130, 0.3370, -0.8453, -0.0893, 0.3988, 0.4177, -0.2360, 0.0674, 0.1894, -1.0690, 0.1702, 0.2970, 0.4205, -0.3500, -0.4118, 0.4142, -0.9280, 0.4433, 0.4308, 0.7207, 0.3122, 0.4920, -0.5696, 0.2423, 0.5456, 0.2774, 0.3443, 0.2601, 0.2956, -1.2944, 0.3458, 0.3504, 0.4761, 0.3556, -0.2500, 0.3915, 0.3275, 0.1936, -0.0195, -0.8945, 0.4260, -0.3168, -0.3792, 0.2987, 0.4321, 0.0181, 0.7412, 0.5372, 0.4324, -0.1672, 0.2612, 0.3244, 0.4041, 0.3295, 0.4581, -1.2237, 0.2021, 0.5135, 0.2724, -0.3048, -0.4053, -0.6556, -0.5580, 0.2357, 0.3422, 0.3633, -0.6745, 0.4203, -0.3462, 0.2377]
}